Record 1
# C30H28CrF5O3PS

A molecular structure, C30H28CrF5O3PS at a distorted geometry (wB97M-V/def2-TZVPD, OMol25).

Values from the calculation:
expectation value of S²: 0.782
gap between HOMO and LUMO (alpha / beta): 6.56 / 7.30 eV
HOMO energy (alpha / beta): -10.7 / -10.8 eV

Geometry as ORCA input:
```
! RIJCOSX wB97M-V def2-TZVPD def2/J DEFGRID3
* xyz 1 2
Cr 0.689 0.657 -0.105
C 1.973 -1.328 2.333
O 1.974 -0.030 1.756
C 3.193 0.670 1.991
C 3.636 1.349 0.690
O 2.586 2.035 0.037
C 2.317 3.362 0.466
C 1.188 3.387 1.502
O 0.047 2.756 0.942
C -0.964 3.667 0.519
H 2.813 -1.919 1.954
H 2.025 -1.256 3.424
H 1.041 -1.811 2.047
H 3.036 1.394 2.801
H 3.979 -0.022 2.307
H 4.473 2.027 0.886
H 3.952 0.582 -0.023
H 3.225 3.828 0.866
H 1.988 3.899 -0.433
H 1.467 2.814 2.393
H 0.971 4.418 1.800
H -0.529 4.530 0.009
H -1.611 3.135 -0.176
H -1.540 4.003 1.387
C -1.465 -0.984 4.976
C -1.377 0.263 4.377
C -1.320 0.359 2.999
C -1.398 -0.788 2.212
C -1.511 -2.037 2.814
C -1.527 -2.130 4.196
P -1.316 -0.528 0.412
C -3.008 -0.824 -0.181
C -3.169 -1.185 -1.518
C -4.428 -1.495 -1.998
C -5.526 -1.429 -1.153
C -5.367 -1.058 0.173
C -4.110 -0.750 0.665
C -0.347 -1.883 -0.294
C -0.649 -3.221 -0.494
C 0.354 -4.042 -0.983
C 1.600 -3.512 -1.280
C 1.859 -2.153 -1.143
C 0.884 -1.306 -0.641
H -1.487 -1.067 6.053
H -1.359 1.150 4.993
H -1.229 1.323 2.516
H -1.583 -2.924 2.199
H -1.593 -3.098 4.670
H -2.305 -1.230 -2.168
H -4.552 -1.787 -3.030
H -6.508 -1.668 -1.530
H -6.225 -1.007 0.827
H -3.984 -0.466 1.701
H -1.635 -3.608 -0.279
H 0.164 -5.095 -1.130
H 2.378 -4.172 -1.629
H 2.830 -1.776 -1.434
F 2.974 0.481 -6.757
C 2.232 0.740 -5.683
C 2.760 0.590 -4.404
F 4.028 0.218 -4.221
C 1.949 0.811 -3.303
F 2.481 0.638 -2.061
C 0.620 1.223 -3.401
S -0.376 1.506 -2.014
C 0.128 1.420 -4.701
F -1.122 1.850 -4.873
C 0.910 1.168 -5.820
F 0.393 1.335 -7.034
*
```

Atomic partial charges in e from the Löwdin method, atoms 1 to 6: number 1, Cr, carries 0.49; number 2, C, carries -0.05; number 3, O, carries -0.25; number 4, C, carries -0.15; number 5, C, carries -0.14; number 6, O, carries -0.22

=====

Record 2
# C30H28F5N2O2RhSSi

A molecular structure, C30H28F5N2O2RhSSi (wB97M-V/def2-TZVPD, OMol25).

Values from the calculation:
expectation value of S²: 6.012
gap between HOMO and LUMO (alpha / beta): 7.20 / 5.19 eV
HOMO energy (alpha / beta): -7.0 / -7.4 eV

Geometry as ORCA input:
```
! RIJCOSX wB97M-V def2-TZVPD def2/J DEFGRID3
* xyz 0 5
Rh 1.344 -1.290 0.779
C 0.077 0.355 1.478
Si -1.307 1.152 0.637
C -0.681 2.111 -1.022
N 0.221 1.361 -1.765
C 1.651 1.567 -1.661
C 2.278 1.734 -3.062
C 1.379 1.142 -4.150
C 0.743 -0.144 -3.632
C -0.229 0.188 -2.500
C -2.608 -0.023 -0.008
C -3.630 0.388 -0.871
C -4.569 -0.510 -1.351
C -4.504 -1.846 -0.968
C -3.503 -2.271 -0.110
C -2.559 -1.368 0.363
C -2.132 2.617 1.472
C -1.337 3.674 1.930
C -1.891 4.759 2.590
C -3.261 4.805 2.813
C -4.066 3.763 2.377
C -3.505 2.680 1.713
H -0.353 -0.175 2.343
H 0.773 1.100 1.881
H -0.244 3.054 -0.699
H -1.621 2.261 -1.558
H 2.059 0.681 -1.164
H 1.829 2.426 -1.020
H 3.236 1.212 -3.055
H 2.480 2.787 -3.259
H 1.959 0.958 -5.054
H 0.591 1.854 -4.417
H 1.526 -0.811 -3.266
H 0.198 -0.674 -4.413
H -0.316 -0.636 -1.774
H -1.234 0.403 -2.868
H -3.706 1.431 -1.166
H -5.354 -0.174 -2.016
H -5.237 -2.551 -1.340
H -3.450 -3.310 0.193
H -1.767 -1.718 1.012
H -0.261 3.643 1.787
H -1.257 5.563 2.940
H -3.698 5.648 3.333
H -5.133 3.790 2.559
H -4.146 1.869 1.389
O 0.067 -2.620 -0.449
N 0.659 -3.289 -1.429
C -0.097 -4.224 -2.054
C 0.394 -4.965 -3.089
C 1.712 -4.745 -3.502
C 2.463 -3.797 -2.858
C 1.942 -3.037 -1.794
S 2.880 -1.837 -0.995
H -1.094 -4.308 -1.650
H -0.238 -5.703 -3.560
H 2.138 -5.317 -4.314
H 3.487 -3.601 -3.143
F 4.823 0.974 6.276
C 4.131 0.254 5.381
C 3.450 -0.889 5.768
F 3.487 -1.271 7.050
C 2.737 -1.631 4.848
F 2.092 -2.726 5.272
C 2.662 -1.281 3.487
O 1.985 -2.002 2.639
C 3.370 -0.120 3.143
F 3.360 0.290 1.850
C 4.082 0.634 4.054
F 4.727 1.737 3.650
*
```

Atomic partial charges in e from the Löwdin method, atoms 1 to 6: number 1, Rh, carries 0.86; number 2, C, carries -0.33; number 3, Si, carries 0.64; number 4, C, carries -0.14; number 5, N, carries -0.10; number 6, C, carries -0.13

=====

Record 3
# C30H28F9N4O9TeY

A molecular structure, C30H28F9N4O9TeY (wB97M-V/def2-TZVPD, OMol25).

Values from the calculation:
gap between HOMO and LUMO: 6.10 eV
HOMO energy: -1.9 eV

Geometry as ORCA input:
```
! RIJCOSX wB97M-V def2-TZVPD def2/J DEFGRID3
* xyz -2 1
Y -0.587 -0.101 0.421
O -0.528 2.242 -4.992
C -1.074 1.037 -5.205
C -1.346 0.661 -6.523
C -1.915 -0.570 -6.799
C -2.227 -1.450 -5.767
C -1.952 -1.080 -4.460
C -1.378 0.150 -4.156
C -1.085 0.478 -2.733
O -1.301 -0.399 -1.840
N -0.635 1.690 -2.492
N -0.524 1.893 -1.128
C -0.288 3.099 -0.778
C -0.430 3.591 0.576
C 0.025 4.878 0.877
C -0.226 5.477 2.096
C -1.002 4.782 3.030
C -1.481 3.521 2.759
C -1.179 2.850 1.544
O -1.584 1.646 1.343
H -0.438 2.336 -3.994
H -1.095 1.359 -7.312
H -2.117 -0.845 -7.828
H -2.676 -2.412 -5.978
H -2.181 -1.740 -3.632
H -0.075 3.834 -1.558
H 0.589 5.409 0.116
H 0.153 6.467 2.315
H -1.228 5.240 3.987
H -2.072 2.972 3.483
C 3.140 -3.425 2.192
O 2.464 -3.806 0.982
C 1.567 -2.914 0.539
O 1.332 -1.856 1.079
N 0.925 -3.357 -0.568
N 0.056 -2.453 -1.141
H 3.469 -4.356 2.648
H 2.477 -2.876 2.858
H 4.003 -2.806 1.947
H 1.353 -4.090 -1.109
H -0.879 -2.816 -1.256
H 0.427 -1.939 -1.927
C 1.747 1.969 3.355
C 1.888 0.703 2.522
C 3.338 0.261 2.478
O 1.432 1.019 1.194
C 0.975 -0.382 3.161
O 1.413 -1.006 4.133
O -0.179 -0.494 2.639
H 2.378 2.758 2.938
H 2.049 1.763 4.384
H 0.715 2.315 3.353
H 3.960 1.073 2.094
H 3.450 -0.607 1.828
H 3.663 -0.011 3.481
H 1.972 0.578 0.492
Te -3.100 -1.848 0.499
C -3.399 -2.461 2.517
C -4.696 -2.732 2.958
C -4.950 -3.161 4.256
C -3.903 -3.325 5.153
C -2.608 -3.053 4.729
C -2.356 -2.633 3.429
H -5.525 -2.601 2.270
H -5.971 -3.359 4.564
H -4.095 -3.650 6.170
H -1.772 -3.150 5.413
H -1.340 -2.393 3.148
F 5.318 -0.739 -2.131
C 4.317 -0.505 -1.252
F 4.092 -1.659 -0.610
F 4.799 0.360 -0.344
C 2.993 0.036 -1.908
O 1.947 -0.158 -1.120
C 2.798 -0.739 -3.263
F 3.649 -0.380 -4.247
F 1.563 -0.579 -3.732
F 2.968 -2.067 -3.063
C 3.211 1.551 -2.246
F 4.451 1.820 -2.729
F 2.339 1.976 -3.165
F 3.047 2.301 -1.153
*
```

Atomic partial charges in e from the Löwdin method, atoms 1 to 6: number 1, Y, carries 1.37; number 2, O, carries 0.03; number 3, C, carries -0.29; number 4, C, carries -0.03; number 5, C, carries -0.12; number 6, C, carries -0.11

=====

Repeat the first record exactly.
# C30H28CrF5O3PS

A molecular structure, C30H28CrF5O3PS at a distorted geometry (wB97M-V/def2-TZVPD, OMol25).

Values from the calculation:
expectation value of S²: 0.782
gap between HOMO and LUMO (alpha / beta): 6.56 / 7.30 eV
HOMO energy (alpha / beta): -10.7 / -10.8 eV

Geometry as ORCA input:
```
! RIJCOSX wB97M-V def2-TZVPD def2/J DEFGRID3
* xyz 1 2
Cr 0.689 0.657 -0.105
C 1.973 -1.328 2.333
O 1.974 -0.030 1.756
C 3.193 0.670 1.991
C 3.636 1.349 0.690
O 2.586 2.035 0.037
C 2.317 3.362 0.466
C 1.188 3.387 1.502
O 0.047 2.756 0.942
C -0.964 3.667 0.519
H 2.813 -1.919 1.954
H 2.025 -1.256 3.424
H 1.041 -1.811 2.047
H 3.036 1.394 2.801
H 3.979 -0.022 2.307
H 4.473 2.027 0.886
H 3.952 0.582 -0.023
H 3.225 3.828 0.866
H 1.988 3.899 -0.433
H 1.467 2.814 2.393
H 0.971 4.418 1.800
H -0.529 4.530 0.009
H -1.611 3.135 -0.176
H -1.540 4.003 1.387
C -1.465 -0.984 4.976
C -1.377 0.263 4.377
C -1.320 0.359 2.999
C -1.398 -0.788 2.212
C -1.511 -2.037 2.814
C -1.527 -2.130 4.196
P -1.316 -0.528 0.412
C -3.008 -0.824 -0.181
C -3.169 -1.185 -1.518
C -4.428 -1.495 -1.998
C -5.526 -1.429 -1.153
C -5.367 -1.058 0.173
C -4.110 -0.750 0.665
C -0.347 -1.883 -0.294
C -0.649 -3.221 -0.494
C 0.354 -4.042 -0.983
C 1.600 -3.512 -1.280
C 1.859 -2.153 -1.143
C 0.884 -1.306 -0.641
H -1.487 -1.067 6.053
H -1.359 1.150 4.993
H -1.229 1.323 2.516
H -1.583 -2.924 2.199
H -1.593 -3.098 4.670
H -2.305 -1.230 -2.168
H -4.552 -1.787 -3.030
H -6.508 -1.668 -1.530
H -6.225 -1.007 0.827
H -3.984 -0.466 1.701
H -1.635 -3.608 -0.279
H 0.164 -5.095 -1.130
H 2.378 -4.172 -1.629
H 2.830 -1.776 -1.434
F 2.974 0.481 -6.757
C 2.232 0.740 -5.683
C 2.760 0.590 -4.404
F 4.028 0.218 -4.221
C 1.949 0.811 -3.303
F 2.481 0.638 -2.061
C 0.620 1.223 -3.401
S -0.376 1.506 -2.014
C 0.128 1.420 -4.701
F -1.122 1.850 -4.873
C 0.910 1.168 -5.820
F 0.393 1.335 -7.034
*
```

Atomic partial charges in e from the Löwdin method, atoms 1 to 6: number 1, Cr, carries 0.49; number 2, C, carries -0.05; number 3, O, carries -0.25; number 4, C, carries -0.15; number 5, C, carries -0.14; number 6, O, carries -0.22

=====

Copy entry 3 word for word.
# C30H28F9N4O9TeY

A molecular structure, C30H28F9N4O9TeY (wB97M-V/def2-TZVPD, OMol25).

Values from the calculation:
gap between HOMO and LUMO: 6.10 eV
HOMO energy: -1.9 eV

Geometry as ORCA input:
```
! RIJCOSX wB97M-V def2-TZVPD def2/J DEFGRID3
* xyz -2 1
Y -0.587 -0.101 0.421
O -0.528 2.242 -4.992
C -1.074 1.037 -5.205
C -1.346 0.661 -6.523
C -1.915 -0.570 -6.799
C -2.227 -1.450 -5.767
C -1.952 -1.080 -4.460
C -1.378 0.150 -4.156
C -1.085 0.478 -2.733
O -1.301 -0.399 -1.840
N -0.635 1.690 -2.492
N -0.524 1.893 -1.128
C -0.288 3.099 -0.778
C -0.430 3.591 0.576
C 0.025 4.878 0.877
C -0.226 5.477 2.096
C -1.002 4.782 3.030
C -1.481 3.521 2.759
C -1.179 2.850 1.544
O -1.584 1.646 1.343
H -0.438 2.336 -3.994
H -1.095 1.359 -7.312
H -2.117 -0.845 -7.828
H -2.676 -2.412 -5.978
H -2.181 -1.740 -3.632
H -0.075 3.834 -1.558
H 0.589 5.409 0.116
H 0.153 6.467 2.315
H -1.228 5.240 3.987
H -2.072 2.972 3.483
C 3.140 -3.425 2.192
O 2.464 -3.806 0.982
C 1.567 -2.914 0.539
O 1.332 -1.856 1.079
N 0.925 -3.357 -0.568
N 0.056 -2.453 -1.141
H 3.469 -4.356 2.648
H 2.477 -2.876 2.858
H 4.003 -2.806 1.947
H 1.353 -4.090 -1.109
H -0.879 -2.816 -1.256
H 0.427 -1.939 -1.927
C 1.747 1.969 3.355
C 1.888 0.703 2.522
C 3.338 0.261 2.478
O 1.432 1.019 1.194
C 0.975 -0.382 3.161
O 1.413 -1.006 4.133
O -0.179 -0.494 2.639
H 2.378 2.758 2.938
H 2.049 1.763 4.384
H 0.715 2.315 3.353
H 3.960 1.073 2.094
H 3.450 -0.607 1.828
H 3.663 -0.011 3.481
H 1.972 0.578 0.492
Te -3.100 -1.848 0.499
C -3.399 -2.461 2.517
C -4.696 -2.732 2.958
C -4.950 -3.161 4.256
C -3.903 -3.325 5.153
C -2.608 -3.053 4.729
C -2.356 -2.633 3.429
H -5.525 -2.601 2.270
H -5.971 -3.359 4.564
H -4.095 -3.650 6.170
H -1.772 -3.150 5.413
H -1.340 -2.393 3.148
F 5.318 -0.739 -2.131
C 4.317 -0.505 -1.252
F 4.092 -1.659 -0.610
F 4.799 0.360 -0.344
C 2.993 0.036 -1.908
O 1.947 -0.158 -1.120
C 2.798 -0.739 -3.263
F 3.649 -0.380 -4.247
F 1.563 -0.579 -3.732
F 2.968 -2.067 -3.063
C 3.211 1.551 -2.246
F 4.451 1.820 -2.729
F 2.339 1.976 -3.165
F 3.047 2.301 -1.153
*
```

Atomic partial charges in e from the Löwdin method, atoms 1 to 6: number 1, Y, carries 1.37; number 2, O, carries 0.03; number 3, C, carries -0.29; number 4, C, carries -0.03; number 5, C, carries -0.12; number 6, C, carries -0.11